The molecule C10H13N3O2S, computed with ωB97M-V/def2-TZVPD.

ORCA input file:
```
! wB97M-V def2-TZVPD RIJCOSX def2/J DEFGRID3
* xyz 0 1
O 0.69499 -2.00682 0.62816
C 1.67195 -1.40970 0.28291
O 2.94095 -1.81951 0.50517
N 1.63468 -0.15000 -0.38907
C 1.93798 0.98043 0.50096
C 0.67942 1.36800 1.27256
C -0.46001 1.81255 0.33559
C -1.82214 1.21191 0.67890
N -2.16226 0.02783 -0.09330
C -1.90320 -0.21157 -1.41679
C -2.40829 -1.43933 -1.74163
C -2.99696 -1.97584 -0.57096
C -2.82707 -1.05082 0.41838
N 2.47379 -0.19265 -1.56829
C 3.67812 -0.01660 -1.52337
S 5.20128 0.29407 -1.54155
H 2.89356 -2.55990 1.12572
H 2.24495 1.81594 -0.12460
H 2.74197 0.72813 1.19907
H 0.95415 2.20184 1.92094
H 0.35259 0.54238 1.90463
H -0.55070 2.89862 0.35302
H -0.18462 1.54128 -0.68093
H -1.81803 0.88882 1.72053
H -2.61696 1.95385 0.58525
H -1.38232 0.50280 -2.02895
H -2.34080 -1.89768 -2.71343
H -3.48340 -2.93223 -0.48522
H -3.14364 -1.10580 1.44632
*
```

Computed properties:
- ΔE to the lowest compared entry with this formula, charge and spin (kJ/mol) = 257.4
- max |F| (eV Å⁻¹) = 0.9

These are the Mulliken partial charges, in e, on atoms 1 to 4:
1 O -0.4763
2 C 0.2508
3 O -0.4287
4 N 0.8898



A cluster of 14 separate species, C72H167N5O14 in total, computed with ωB97M-V/def2-TZVPD.

ORCA input file:
```
! wB97M-V def2-TZVPD RIJCOSX def2/J DEFGRID3
* xyz 0 1
C 0.23632 1.38839 -6.55783
C 1.08497 2.33719 -5.75714
C 2.54757 2.12957 -5.91075
O 0.76103 3.72810 -5.97395
H 0.53308 0.34159 -6.34226
H 0.43373 1.57558 -7.61443
H -0.80084 1.61274 -6.38705
H 0.77167 2.18529 -4.72737
H 2.77157 1.08644 -5.80058
H 3.08874 2.76961 -5.25142
H 2.76497 2.40083 -6.96633
H 0.70556 3.82997 -6.93039
C 3.22522 5.51386 -0.37985
C 3.32704 6.11762 1.00167
C 4.53373 5.63111 1.67593
O 3.22571 7.52830 0.78344
H 4.00615 5.77692 -1.06380
H 2.26147 5.99770 -0.71707
H 3.29060 4.40958 -0.36182
H 2.47532 5.94994 1.66405
H 5.36544 5.77980 0.96390
H 4.45225 4.59846 1.98876
H 4.89225 6.17288 2.57315
H 3.91517 7.87907 0.20433
C 1.74003 3.84117 3.52017
C 2.92633 3.67113 4.50046
C 2.38737 3.35744 5.95029
O 3.89371 2.69704 4.08469
H 1.05281 4.66467 3.83078
H 1.10890 2.93437 3.48707
H 2.10448 4.06327 2.51561
H 3.50217 4.56861 4.55009
H 1.50174 2.66953 5.96951
H 2.04371 4.24692 6.45535
H 3.18215 2.93656 6.57580
H 3.39101 1.96705 3.71508
C 0.29193 7.46255 -2.61408
C 0.27733 6.08037 -3.24091
C -0.95912 5.28051 -3.04951
O 0.43374 6.39783 -4.62583
H 1.24927 7.94905 -2.85585
H 0.30164 7.42944 -1.50266
H -0.53910 8.06062 -2.98121
H 1.16806 5.53947 -2.91266
H -1.21347 5.16606 -2.00305
H -0.87693 4.25039 -3.46953
H -1.70504 5.85837 -3.61191
H 0.59762 5.52894 -5.05445
C 3.99176 -0.75662 4.39998
C 2.87625 -1.01966 3.40607
C 1.75941 -1.92610 4.02244
O 2.39591 0.22490 2.97773
H 4.76107 -0.06356 4.05891
H 4.55368 -1.64673 4.70283
H 3.66025 -0.31393 5.34597
H 3.35025 -1.53483 2.56475
H 1.23755 -1.37070 4.80623
H 2.16402 -2.84954 4.41548
H 1.07765 -2.14093 3.21622
H 1.91993 0.12765 2.14955
C -5.44036 -3.16245 -1.58989
C -4.42806 -2.62190 -2.66419
C -3.36231 -3.64055 -3.04295
O -5.06776 -2.28458 -3.97977
H -5.87604 -4.11861 -1.78200
H -6.25989 -2.43041 -1.32748
H -4.89306 -3.15811 -0.62737
H -4.03150 -1.66824 -2.38488
H -3.84857 -4.59343 -3.34007
H -2.71297 -3.85165 -2.22681
H -2.80870 -3.16602 -3.85393
H -6.03148 -2.32037 -3.86939
C -1.62951 3.89073 5.15544
C -2.56487 3.10722 4.22658
C -1.83226 2.55547 2.97419
O -3.10046 2.10067 5.08494
H -0.96561 4.52191 4.55381
H -0.98376 3.17932 5.68633
H -2.09024 4.56764 5.89960
H -3.34824 3.80808 3.88372
H -1.50223 3.43315 2.42171
H -2.50412 1.98767 2.30501
H -0.99486 1.91298 3.31099
H -3.74699 1.61859 4.49235
C -5.98699 -1.13637 2.77948
C -4.80293 -0.31842 2.29084
C -4.68889 -0.16413 0.81367
O -4.89760 0.99686 2.93733
H -6.91326 -0.64214 2.51751
H -5.90842 -1.16863 3.86849
H -5.99946 -2.11767 2.31653
H -3.87629 -0.74948 2.62587
H -3.74393 0.36723 0.60711
H -5.41520 0.53095 0.38332
H -4.74593 -1.07211 0.16693
H -5.79867 1.35951 2.84424
C 0.72418 -1.92201 -4.38505
C 0.66050 -3.17045 -5.28812
C 0.41420 -2.92755 -6.79399
O 1.94064 -3.85770 -5.05319
H 1.11208 -2.25008 -3.46532
H -0.29561 -1.52185 -4.32270
H 1.39166 -1.18472 -4.82740
H -0.14878 -3.77773 -4.85664
H 0.22871 -3.91270 -7.21530
H 1.28881 -2.46008 -7.21849
H -0.46179 -2.32503 -7.02304
H 2.05846 -4.62545 -5.57840
C 2.04246 -7.08581 -2.25032
C 2.71405 -6.08164 -1.27481
C 1.81560 -5.76487 -0.06517
C 1.84415 -6.88980 1.01989
C 3.28348 -7.11843 1.41395
C 4.17222 -7.53500 0.26997
N 4.00907 -6.47734 -0.75889
O 4.98343 -6.59400 -1.77201
C 5.62066 -7.42140 0.75955
C 3.99867 -8.99554 -0.22550
C 2.92998 -4.74331 -1.98663
H 1.78757 -8.00307 -1.70877
H 2.79046 -7.35718 -2.97738
H 1.20093 -6.70070 -2.85191
H 2.26466 -4.88114 0.42231
H 0.78174 -5.52539 -0.42979
H 1.39184 -7.77735 0.57150
H 1.30045 -6.66266 1.92625
H 3.29357 -7.78911 2.27007
H 3.68661 -6.20901 1.82362
H 6.31149 -7.49040 -0.05384
H 5.88203 -6.55348 1.39224
H 5.71399 -8.31152 1.36696
H 4.29825 -9.61875 0.58609
H 2.92393 -9.12180 -0.50623
H 4.59884 -9.20576 -1.12412
H 1.95307 -4.40343 -2.39117
H 3.57590 -4.89544 -2.83836
H 3.30262 -4.03050 -1.27458
H 4.58954 -7.29467 -2.30078
C 7.30322 0.91540 0.04317
C 5.84851 1.32724 -0.34268
C 5.80770 2.49991 -1.22100
C 6.04457 2.19325 -2.66027
C 5.15383 1.07154 -3.14753
C 5.18940 -0.16410 -2.31490
N 4.95394 0.30053 -0.93227
O 4.84228 -0.81187 -0.02021
C 3.94419 -1.03865 -2.61811
C 6.41048 -1.07132 -2.56230
C 5.14832 1.74192 0.94168
H 7.90326 0.84291 -0.88220
H 7.22436 -0.04482 0.51364
H 7.62056 1.74482 0.71971
H 4.75446 2.89574 -1.15465
H 6.44612 3.33590 -0.97281
H 7.06386 1.82435 -2.67227
H 5.97848 3.10990 -3.29120
H 5.41068 0.89667 -4.19962
H 4.13211 1.39648 -3.13359
H 4.03402 -1.49446 -3.63460
H 3.89879 -1.81386 -1.82909
H 3.03849 -0.42471 -2.58064
H 6.55127 -1.78395 -1.73792
H 6.32449 -1.54695 -3.53230
H 7.34557 -0.51598 -2.61965
H 4.05962 1.83548 0.78476
H 5.61027 2.68803 1.13703
H 5.33170 1.04899 1.73871
H 5.70181 -1.27336 -0.04536
C -5.81365 4.82438 -2.31627
C -5.97831 4.55041 -0.84277
C -5.04952 3.45728 -0.37767
C -3.61432 4.04521 -0.11393
C -3.53873 5.32717 0.73532
C -4.50676 6.39407 0.21579
N -5.80906 5.71798 0.08135
O -6.71684 6.76480 -0.33830
C -4.65955 7.40338 1.37361
C -3.93740 7.14405 -0.96933
C -7.45690 4.19840 -0.62044
H -6.30893 5.75794 -2.54808
H -6.31807 4.06643 -2.90454
H -4.79234 4.98964 -2.64621
H -5.40892 3.07137 0.56081
H -4.88064 2.61579 -1.06281
H -3.06632 4.20472 -1.03151
H -3.08003 3.29599 0.52950
H -2.50909 5.73577 0.75838
H -3.88167 5.09376 1.76404
H -5.15531 8.36123 1.13206
H -5.24823 6.94150 2.20605
H -3.65807 7.74060 1.74009
H -3.50184 6.50514 -1.72070
H -4.83562 7.64290 -1.36822
H -3.27542 7.95161 -0.64372
H -7.76854 4.15823 0.41705
H -7.65456 3.20477 -1.05830
H -8.18335 4.92005 -1.06277
H -7.32142 6.78670 0.41372
C -4.15789 -6.42852 5.07894
C -4.49507 -5.09585 4.35213
C -3.93995 -3.87990 5.08775
C -2.42942 -3.85827 4.99478
C -2.05528 -3.59725 3.57099
C -2.44285 -4.71803 2.68872
N -3.91131 -4.92467 2.98994
O -4.27243 -6.03083 2.14338
C -2.28565 -4.13826 1.31799
C -1.52682 -5.94727 2.86525
C -6.01745 -4.96143 4.33439
H -4.60058 -7.22518 4.49170
H -4.50511 -6.44297 6.12232
H -3.07773 -6.69634 5.07051
H -4.37726 -2.96020 4.67102
H -4.28096 -3.91737 6.16403
H -2.03573 -4.83641 5.30890
H -1.97983 -3.06777 5.58929
H -0.99841 -3.32159 3.51954
H -2.50684 -2.68481 3.20930
H -3.00357 -3.33028 1.15348
H -1.34485 -3.62459 1.31437
H -2.40799 -4.82449 0.46044
H -1.67695 -6.73988 2.11031
H -0.45977 -5.65782 2.76287
H -1.61816 -6.40067 3.85530
H -6.27919 -4.76686 5.34409
H -6.52785 -5.87231 4.02667
H -6.37281 -4.12102 3.69049
H -4.91262 -5.70765 1.54390
C -0.65059 -0.55395 1.21351
C 0.02850 -0.89083 -0.18489
C -1.16335 -1.18382 -1.14789
C -1.87290 0.03404 -1.70128
C -0.85255 1.09811 -2.13611
C 0.26927 1.40002 -1.12863
N 0.92844 0.11657 -0.77691
O 1.91776 0.36960 0.18766
C 1.31275 2.17764 -1.81642
C -0.24977 2.18613 0.01425
C 0.90768 -2.11994 -0.00132
H -0.00279 0.04947 1.86956
H -1.58038 0.04375 1.18410
H -0.90768 -1.43520 1.75174
H -0.63931 -1.62944 -2.02240
H -1.83669 -1.95050 -0.73548
H -2.45650 -0.20969 -2.60375
H -2.51641 0.35157 -0.88291
H -1.28304 2.03243 -2.43249
H -0.36471 0.81984 -3.06961
H 0.83570 3.08299 -2.20868
H 1.79576 1.67905 -2.69625
H 2.14879 2.53997 -1.22603
H 0.54624 2.45307 0.75183
H -1.12773 1.69010 0.39401
H -0.56252 3.14918 -0.37908
H 1.58965 -2.00946 0.83566
H 0.21049 -2.91211 0.22174
H 1.53053 -2.34853 -0.85308
H 2.74907 0.02147 -0.20371
*
```

Computed properties:
- ΔE to the lowest compared entry with this formula, charge and spin (kJ/mol) = 239.3
- max |F| (eV Å⁻¹) = 3.3

These are the Mulliken partial charges, in e, on atoms 1 to 4:
1 C -1.2143
2 C 1.8384
3 C -1.4722
4 O -0.4232



A cluster of 2 separate species, C4H6BrClO in total, computed with ωB97M-V/def2-TZVPD.

ORCA input file:
```
! wB97M-V def2-TZVPD RIJCOSX def2/J DEFGRID3
* xyz 0 1
C 0.91297 -0.74880 0.18746
C 1.83541 0.32808 0.63252
C -1.23649 -1.18107 -1.01700
C -0.25222 -0.32945 -0.75433
O 0.98202 -1.90077 0.52592
Cl -3.04587 1.65355 1.19460
Br -0.31359 1.42373 -1.38598
H 1.30855 1.28323 1.08778
H 2.33672 0.61855 -0.34804
H 2.35097 -0.12084 1.41951
H -1.12993 -2.20575 -0.62406
H -1.83269 2.07614 0.80742
H -1.91586 -0.89660 -1.72579
*
```

Computed properties:
- ΔE to the lowest compared entry with this formula, charge and spin (kJ/mol) = 21.7
- max |F| (eV Å⁻¹) = 3.0

These are the Mulliken partial charges, in e, on atoms 1 to 4:
1 C 0.8775
2 C -1.2303
3 C -0.7668
4 C 0.1168



Question: Look up the max |F| of the second one.
Answer: 3.3 eV Å⁻¹